{"formula": "C21H19B3NO17", "method": "ωB97M-V/def2-TZVPD", "elements": ["C", "C", "N", "B", "O", "B", "O", "B", "C", "O", "O", "O", "H", "H", "H", "H", "H", "H", "H", "C", "C", "C", "O", "C", "C", "C", "O", "O", "O", "H", "H", "H", "H", "C", "C", "C", "O", "C", "C", "C", "O", "O", "O", "H", "H", "H", "H", "C", "C", "C", "O", "C", "C", "C", "O", "O", "O", "H", "H", "H", "H"], "xyz": [[3.99036, 1.63474, 1.36088], [3.62156, 2.80034, 0.47201], [2.87121, 3.84834, 1.19247], [1.44240, 3.77908, 1.00370], [0.66753, 4.90925, 1.16651], [-0.62908, 4.66939, 0.78098], [-1.22215, 3.54715, 1.26785], [-0.52093, 2.44575, 0.80654], [-1.26767, 1.07964, 0.44905], [-2.50455, 1.03947, 0.58723], [-0.50130, 0.14112, 0.01225], [0.84070, 2.58968, 0.63299], [4.67441, 2.00468, 2.11391], [3.09527, 1.27810, 1.84656], [4.47344, 0.84400, 0.80451], [4.54286, 3.25252, 0.13227], [3.06603, 2.46289, -0.38354], [3.11350, 3.83727, 2.17064], [-1.16599, 5.35100, -0.03769], [3.94073, -2.84841, -3.33192], [4.38468, -2.31383, -2.18923], [3.57707, -1.31011, -1.40472], [4.08296, -0.90267, -0.37178], [2.28890, -0.89649, -1.91743], [1.84489, -1.43053, -3.06768], [2.64127, -2.45082, -3.84017], [2.15652, -2.89399, -4.86601], [0.68821, -1.11695, -3.62130], [5.55540, -2.60912, -1.64509], [4.51095, -3.56921, -3.90050], [1.71145, -0.17133, -1.35356], [0.61987, -1.65141, -4.43122], [5.60061, -2.07832, -0.82658], [-6.42604, -0.14302, -3.81839], [-6.29916, -1.13656, -2.93173], [-5.55253, -0.96262, -1.63122], [-5.52422, -1.93257, -0.89647], [-4.93305, 0.31515, -1.34917], [-5.05902, 1.30985, -2.24089], [-5.82431, 1.14531, -3.52649], [-5.90545, 2.10688, -4.27161], [-4.53240, 2.51358, -2.07800], [-6.80858, -2.34658, -3.10259], [-6.96057, -0.25572, -4.75093], [-4.37795, 0.42589, -0.42154], [-4.78011, 3.02294, -2.86869], [-6.55578, -2.84341, -2.29982], [1.78272, -2.20643, 3.41603], [0.81942, -1.59156, 2.68391], [-0.52486, -1.23859, 3.30669], [-1.31961, -0.69080, 2.58436], [-0.76027, -1.59067, 4.70542], [0.20917, -2.19520, 5.39648], [1.54554, -2.53005, 4.79150], [2.35871, -3.07118, 5.53482], [0.09484, -2.55922, 6.67209], [0.98739, -1.26862, 1.43947], [2.74528, -2.46486, 2.99825], [-1.72290, -1.34930, 5.13380], [0.95333, -2.96645, 6.89371], [0.17928, -0.76738, 1.01909]], "e_tot_ha": -2220.4206, "gap_ev": 6.099, "homo_energy_ev": -5.4, "multiplicity": 1, "charge": -1}


{"formula": "C21H19BrN2O8S", "method": "ωB97M-V/def2-TZVPD", "elements": ["C", "C", "O", "C", "O", "N", "C", "C", "C", "C", "C", "C", "O", "C", "O", "C", "N", "S", "O", "O", "C", "C", "C", "C", "C", "Br", "C", "C", "C", "O", "O", "C", "C", "H", "H", "H", "H", "H", "H", "H", "H", "H", "H", "H", "H", "H", "H", "H", "H", "H", "H", "H"], "xyz": [[-2.86137, -3.00877, 0.74781], [-1.69339, -3.16909, 1.71106], [-0.43962, -2.96294, 1.06379], [0.01279, -3.95560, 0.29194], [-0.55250, -5.00219, 0.09648], [1.21781, -3.66803, -0.29830], [1.98736, -2.51135, -0.20542], [2.05817, -1.75614, 0.97002], [2.78562, -0.59318, 1.00285], [3.47376, -0.13106, -0.12648], [4.15075, 1.13441, -0.22856], [4.02986, 2.16089, 0.86813], [2.72043, 2.75114, 0.81297], [1.89275, 2.54088, 1.82010], [2.16086, 1.94708, 2.83309], [0.51039, 3.13910, 1.57712], [-0.48436, 2.32462, 2.24127], [-0.53976, 0.73970, 1.63557], [-0.39942, -0.17777, 2.72322], [0.32771, 0.65626, 0.49896], [-2.23599, 0.67887, 1.07105], [-3.24667, 0.45607, 1.98661], [-4.56068, 0.41695, 1.54767], [-4.85161, 0.60166, 0.20586], [-3.81867, 0.82281, -0.69295], [-4.21637, 1.07150, -2.52839], [-2.49920, 0.86364, -0.27042], [4.82891, 1.43104, -1.35975], [4.90110, 0.51972, -2.48841], [5.52649, 0.71544, -3.49990], [4.17553, -0.63425, -2.38553], [3.47908, -0.95150, -1.27122], [2.74302, -2.12831, -1.30587], [-3.79735, -3.06432, 1.29625], [-2.80069, -2.04696, 0.24370], [-2.83926, -3.80245, 0.00512], [-1.71143, -2.40688, 2.49254], [-1.70717, -4.17096, 2.15301], [1.47091, -4.32047, -1.02917], [1.51529, -2.06428, 1.84606], [2.80734, -0.03323, 1.92247], [4.74242, 2.97331, 0.70416], [4.18399, 1.72207, 1.85854], [0.46711, 4.15784, 1.97087], [0.30229, 3.14867, 0.50818], [-0.30094, 2.27044, 3.23569], [-2.98818, 0.30324, 3.02134], [-5.36295, 0.24103, 2.24713], [-5.87170, 0.57105, -0.14496], [-1.68000, 1.01662, -0.95515], [5.34022, 2.37122, -1.49269], [2.75295, -2.71513, -2.21139]], "e_tot_ha": -4495.3306, "gap_ev": 8.340, "homo_energy_ev": -8.3, "smiles": "CCOC(=O)Nc1ccc2c(COC(=O)CNS(=O)(=O)c3cccc(Br)c3)cc(=O)oc2c1", "multiplicity": 1, "charge": 0, "e_above_lowest_ev": 0.079}


{"formula": "C21H19Cl2IrN4O2P", "method": "ωB97M-V/def2-TZVPD", "elements": ["Ir", "Cl", "C", "C", "C", "N", "C", "O", "C", "C", "C", "C", "C", "N", "C", "C", "C", "Cl", "N", "C", "O", "C", "C", "C", "C", "C", "N", "H", "H", "H", "H", "H", "H", "H", "H", "H", "H", "C", "P", "C", "C", "H", "H", "H", "H", "H", "H", "H", "H", "H"], "xyz": [[-0.01864, -0.07194, 0.42174], [-6.50821, -1.89750, -0.45103], [-4.79186, -1.85122, -0.60094], [-4.06953, -1.10192, 0.31683], [-2.69017, -1.04479, 0.21342], [-1.87498, -0.31717, 1.16575], [-2.45195, 0.99128, 1.29016], [-3.07299, 1.38570, 2.23171], [-2.16068, 1.81050, 0.05820], [-2.95074, 2.82927, -0.42196], [-2.60322, 3.40849, -1.63594], [-1.48186, 2.94723, -2.30881], [-0.72172, 1.93353, -1.74878], [-1.05871, 1.38676, -0.58078], [-2.03307, -1.72484, -0.81871], [-2.75421, -2.48860, -1.72308], [-4.13498, -2.55073, -1.61243], [-5.01409, -3.49199, -2.75677], [-0.64129, -1.57492, -0.77927], [0.20220, -2.61912, -0.95691], [0.07536, -3.57477, -1.68762], [1.32091, -2.57986, 0.07145], [2.26757, -3.58074, 0.12034], [3.11220, -3.65175, 1.21565], [2.96989, -2.72242, 2.23629], [2.02076, -1.72865, 2.10827], [1.21687, -1.64237, 1.04094], [-4.59737, -0.60186, 1.11817], [-3.81916, 3.13778, 0.14372], [-3.20497, 4.20252, -2.05658], [-1.19179, 3.36127, -3.26360], [0.16412, 1.54203, -2.23066], [-2.24308, -3.02821, -2.50619], [2.28823, -4.30150, -0.68538], [3.85411, -4.43554, 1.28697], [3.58238, -2.76294, 3.12528], [1.88155, -0.98751, 2.87826], [2.55813, 1.70756, 1.92488], [0.74440, 1.55077, 1.91050], [0.24342, 3.27519, 1.62430], [0.26016, 1.30173, 3.64246], [2.85840, 2.50261, 2.60784], [2.90561, 1.96050, 0.92195], [3.04210, 0.78113, 2.22858], [0.74277, 3.91788, 2.34973], [-0.83223, 3.39728, 1.74326], [0.52754, 3.59143, 0.61981], [0.71104, 2.06405, 4.27855], [0.54859, 0.31706, 4.00423], [-0.82663, 1.36985, 3.71470]], "e_tot_ha": -2547.0856, "gap_ev": [6.179, 6.179], "homo_energy_ev": [-10.5, -10.5], "multiplicity": 1, "charge": 1}


{"formula": "C21H19Cl3N2O2S", "method": "ωB97M-V/def2-TZVPD", "elements": ["C", "C", "C", "C", "N", "C", "C", "C", "C", "C", "S", "C", "C", "C", "Cl", "C", "Cl", "C", "C", "Cl", "C", "N", "C", "C", "C", "C", "C", "O", "O", "H", "H", "H", "H", "H", "H", "H", "H", "H", "H", "H", "H", "H", "H", "H", "H", "H", "H", "H"], "xyz": [[-3.12646, 0.35960, 2.75193], [-3.23327, -0.00589, 1.20191], [-4.70445, -0.13375, 0.82094], [-2.51162, 1.07508, 0.42284], [-3.19393, 2.16088, -0.13154], [-2.48226, 3.17637, -0.71144], [-1.09752, 3.15222, -0.75526], [-0.40102, 2.08579, -0.25683], [-1.07249, 1.04189, 0.40404], [0.02508, 0.12784, 0.76247], [-0.07304, -1.52147, 1.48716], [-0.08356, -2.33698, -0.10995], [-1.12440, -2.19796, -1.02459], [-1.18658, -2.90281, -2.17800], [-2.48245, -2.44405, -3.42761], [-0.20144, -3.80601, -2.51232], [-0.21040, -4.95760, -3.81313], [0.94861, -3.98966, -1.67082], [0.97342, -3.22326, -0.53342], [2.27000, -3.39748, 0.60519], [1.20623, 0.77331, 0.47638], [0.91677, 1.98147, -0.09742], [2.06032, 2.87067, -0.19407], [3.07025, 2.03811, 0.62128], [2.58442, 0.46847, 0.71185], [3.14635, -0.27413, -0.56874], [4.68192, -0.46660, -0.38079], [5.40039, -0.09003, -1.27646], [5.22710, -0.90504, 0.70386], [-2.14322, 0.68684, 3.08681], [-3.69178, 1.30402, 2.92476], [-3.50296, -0.49887, 3.40276], [-2.81389, -0.95264, 0.88352], [-5.05498, -1.21701, 1.00417], [-5.26729, 0.56423, 1.41607], [-4.91699, -0.03194, -0.28929], [-2.95625, 4.00270, -1.26615], [-0.63547, 4.03960, -1.16746], [-1.96065, -1.56802, -0.82106], [1.77155, -4.64225, -1.87510], [1.90679, 3.79498, 0.29600], [2.26387, 3.12156, -1.27632], [3.07676, 2.37161, 1.73525], [4.13037, 2.19975, 0.21653], [2.73058, -0.12733, 1.72978], [3.02604, 0.36265, -1.44959], [2.54457, -1.16689, -0.63436], [6.16699, -0.90199, 0.75622]], "e_tot_ha": -2850.3486, "gap_ev": 8.294, "homo_energy_ev": -8.2, "smiles": "CC(C)c1nccc2c1c(Sc1cc(Cl)c(Cl)cc1Cl)c1n2CC[C@@H]1CC(=O)O", "multiplicity": 1, "charge": 0, "e_above_lowest_ev": 0.000}


{"formula": "C21H19ClF6N2O3Ti", "method": "ωB97M-V/def2-TZVPD", "elements": ["Ti", "O", "C", "C", "C", "C", "C", "C", "C", "N", "C", "C", "N", "C", "C", "C", "C", "C", "C", "C", "O", "H", "H", "H", "H", "H", "H", "H", "H", "H", "H", "H", "H", "H", "H", "C", "C", "O", "C", "F", "F", "F", "C", "F", "F", "F", "H", "H", "H", "Cl", "C", "H", "H"], "xyz": [[-0.41066, 0.21360, -0.67086], [-0.13082, 1.94173, -1.22922], [0.83165, 2.76713, -0.86289], [0.53894, 4.08183, -0.47946], [1.53879, 4.93111, -0.05468], [2.87008, 4.51329, -0.01246], [3.17097, 3.23175, -0.42300], [2.17838, 2.35714, -0.85881], [2.55490, 1.02188, -1.31741], [1.73320, 0.17030, -1.76274], [2.21170, -1.17649, -2.03747], [1.73351, -2.02021, -0.85396], [0.31117, -1.82163, -0.71836], [-0.48636, -2.87318, -1.04311], [-1.85339, -2.72701, -1.37022], [-2.77775, -3.79773, -1.30151], [-4.11547, -3.61958, -1.59237], [-4.58613, -2.36234, -1.98131], [-3.68647, -1.30260, -2.09984], [-2.34187, -1.46167, -1.81330], [-1.46596, -0.44019, -2.00214], [-0.49477, 4.39735, -0.49749], [1.28060, 5.93612, 0.25672], [3.64896, 5.17870, 0.33496], [4.19735, 2.87706, -0.41129], [3.62330, 0.77548, -1.28126], [3.30137, -1.22414, -2.15862], [1.72783, -1.54652, -2.94060], [2.26482, -1.67579, 0.03674], [1.98527, -3.07076, -1.02321], [-0.06435, -3.87659, -1.01980], [-2.40980, -4.77066, -0.99073], [-4.80285, -4.45519, -1.51223], [-5.63760, -2.20943, -2.19432], [-4.01961, -0.33408, -2.45869], [-0.41157, 0.78478, 3.31304], [0.46349, -0.02516, 2.35652], [0.35147, 0.35444, 1.04937], [1.94543, 0.22333, 2.76685], [2.82596, -0.18631, 1.84414], [2.16905, 1.53893, 2.94475], [2.26839, -0.38560, 3.92639], [0.12509, -1.53387, 2.56131], [-0.99511, -1.84259, 1.90928], [1.09898, -2.35293, 2.13399], [-0.08833, -1.82396, 3.86709], [-0.30783, 1.83579, 3.06749], [-0.11189, 0.60717, 4.34422], [-1.45542, 0.50723, 3.18419], [-2.13973, 2.43997, 1.01823], [-2.32135, 0.88294, 0.08135], [-2.96218, 1.14560, -0.75147], [-2.87340, 0.20159, 0.72820]], "e_tot_ha": -3055.9265, "gap_ev": [4.885, 7.862], "homo_energy_ev": [-2.0, -5.0], "multiplicity": 2, "charge": -1, "e_above_lowest_ev": 0.237, "s2": 0.776}


{"formula": "C21H19F2N5ORuS2", "method": "ωB97M-V/def2-TZVPD", "elements": ["Ru", "O", "C", "N", "C", "C", "C", "C", "C", "C", "N", "C", "C", "C", "C", "C", "N", "H", "H", "H", "H", "H", "H", "H", "H", "H", "H", "C", "C", "N", "C", "C", "S", "C", "C", "S", "C", "N", "C", "H", "H", "H", "H", "H", "H", "H", "H", "F", "C", "F", "H"], "xyz": [[0.04891, 0.04636, -0.34676], [-1.52462, -1.26228, 3.37387], [-1.34583, -0.83531, 2.24591], [-0.15682, -0.54627, 1.67515], [1.00123, -0.78570, 2.50924], [2.24071, -0.20369, 1.89297], [3.46217, -0.24315, 2.55623], [4.57694, 0.29512, 1.94595], [4.45539, 0.86312, 0.68143], [3.21438, 0.86496, 0.08668], [2.13295, 0.35074, 0.68573], [-2.52314, -0.57383, 1.33635], [-3.81335, -0.75153, 1.79965], [-4.86887, -0.47274, 0.94700], [-4.59564, -0.02556, -0.33836], [-3.27637, 0.11808, -0.72515], [-2.25837, -0.15457, 0.09484], [1.15748, -1.85909, 2.66633], [0.85089, -0.36340, 3.50868], [3.52398, -0.69663, 3.53667], [5.53667, 0.27176, 2.44495], [5.30695, 1.28379, 0.16666], [3.06346, 1.27949, -0.90346], [-3.95181, -1.09967, 2.81341], [-5.89086, -0.59850, 1.27849], [-5.38818, 0.20882, -1.03465], [-3.01608, 0.46255, -1.71739], [0.70687, 2.96363, 1.78361], [0.45449, 3.25357, 0.34280], [0.19927, 2.35603, -0.57854], [-0.00324, 2.92646, -1.81978], [0.11367, 4.27573, -1.83741], [0.47738, 4.84724, -0.27097], [-0.35303, 2.03760, -2.92957], [-0.44066, 2.34774, -4.24623], [-0.92500, 0.97268, -5.13210], [-0.97278, 0.04371, -3.69672], [-0.65796, 0.72694, -2.62753], [-1.31620, -1.40820, -3.70910], [0.15710, 2.07197, 2.08216], [0.39913, 3.80239, 2.40518], [1.77008, 2.78573, 1.95497], [-0.01561, 4.94844, -2.66883], [-0.24754, 3.29284, -4.72623], [-1.97489, -1.65142, -4.54057], [-1.80645, -1.68705, -2.77698], [-0.40620, -1.99986, -3.81707], [1.82863, -1.13591, -2.46940], [1.11890, -1.62889, -1.39191], [2.03076, -2.21175, -0.55376], [0.47474, -2.43263, -1.76494]], "e_tot_ha": -2251.4268, "gap_ev": [7.625, 7.631], "homo_energy_ev": [-10.3, -11.7], "multiplicity": 6, "charge": 1, "e_above_lowest_ev": 0.000, "s2": 8.758}